Density functional theory data (ωB97M-V/def2-TZVPD) for a cluster of 3 separate species, C3H9FNO in total at a distorted geometry.

Geometry (Å):
1 C -0.17885 1.46023 -0.45663
2 C 1.70794 0.11380 0.28184
3 C 0.20644 -2.18067 0.15141
4 N 0.59720 0.73381 0.51863
5 O 1.30136 -1.75996 -0.10009
6 F -2.71488 -0.47882 0.22829
7 H -0.11192 2.53180 -0.25750
8 H 0.19668 1.26493 -1.45836
9 H -1.22287 1.16657 -0.39444
10 H 2.17877 0.23906 -0.68667
11 H 2.34487 -0.19560 1.09759
12 H -3.64344 -0.54090 0.12196
13 H -0.60258 -1.53478 0.52556
14 H -0.04936 -3.23248 -0.00948
15 H 0.21122 0.75294 1.45616

Energy relative to the best compared isomer or geometry (same formula, charge and spin) = 46.4 kJ/mol
Kohn-Sham gap = 11.15 eV
E_tot = -349.2671 Eh
Charge = +1

Density functional theory data (ωB97M-V/def2-TZVPD) for an isolated molecule of C3H9FNO2P at a distorted geometry.

Geometry (Å):
1 N 0.60326 -1.00630 1.09776
2 C 1.01791 -0.20356 -0.15687
3 C 0.34821 1.24735 0.01855
4 F 0.42392 1.63312 1.32936
5 C -1.23807 1.16738 -0.44556
6 P -2.25601 -0.28240 -0.12270
7 O -3.65168 -0.01460 -0.41571
8 O -2.01890 -0.68282 1.34114
9 H 1.32147 -1.68925 0.98183
10 H 0.84298 -0.32200 1.85600
11 H 2.10904 -0.02934 -0.10857
12 H 0.68373 -0.82052 -0.97945
13 H 0.93884 2.02492 -0.58928
14 H -1.75416 2.09341 -0.23836
15 H -1.33350 1.26029 -1.48016
16 H -1.72932 -1.15374 -0.99009
17 H -1.23493 -1.03980 1.71780

Energy relative to the best compared isomer or geometry (same formula, charge and spin) = 180.0 kJ/mol
Kohn-Sham gap = 10.63 eV
E_tot = -766.1702 Eh
SMILES string = NC[C@H](F)C[P@H](=O)O
Charge = 0

Density functional theory data (ωB97M-V/def2-TZVPD) for a structure of composition C3H9GdNO3Si at a distorted geometry.

Geometry (Å):
1 C -1.61962 0.28533 -1.26483
2 C -0.71087 -0.96040 -1.37802
3 C 0.22964 -1.02239 -0.14385
4 O 0.48509 0.28506 0.40840
5 Si 1.33846 0.09195 1.83639
6 O 1.42910 1.62988 2.72488
7 N 2.26345 2.55157 2.27255
8 O 3.34113 2.31987 2.01900
9 H -2.07632 0.28690 -0.27492
10 H -1.02446 1.18728 -1.40569
11 H -2.44556 0.27548 -2.04643
12 H -1.34895 -1.84726 -1.37488
13 H -0.15353 -0.99473 -2.31474
14 H 1.15451 -1.53276 -0.42126
15 H -0.29050 -1.64196 0.59615
16 H 2.66045 -0.48274 1.56691
17 H 0.58559 -0.81960 2.70273
18 Gd -3.81763 0.38851 -3.50240

Kohn-Sham gap (spin up / spin down) = 6.35 / 7.57 eV
E_tot = -1454.0086 Eh
Multiplicity = 8
<S²> = 16.77
Charge = +3

Density functional theory data (ωB97M-V/def2-TZVPD) for a structure of composition C3H9I3N3O6V at a distorted geometry.

Geometry (Å):
1 V -0.31465 -1.22316 -0.02108
2 I 1.44032 -1.07724 -2.09272
3 I -1.55204 -3.66627 -0.47614
4 I -1.34088 -0.29877 2.34312
5 C 2.98082 -3.13352 2.39582
6 N 2.12706 -3.15713 1.17047
7 O 2.26993 -4.05582 0.34757
8 O 1.17555 -2.37085 1.18196
9 H 4.01218 -3.29699 2.08329
10 H 2.56458 -4.00398 2.90291
11 H 2.84306 -2.21949 2.97347
12 C 1.21961 3.44864 -0.85443
13 N 0.72573 2.49941 0.16859
14 O 0.17595 1.42552 -0.17273
15 O 0.62324 2.96913 1.32968
16 H 1.17528 4.39420 -0.31402
17 H 0.53813 3.62177 -1.68732
18 H 2.27550 3.23185 -1.01628
19 C -3.91728 1.09590 -1.37852
20 N -2.45555 0.91143 -1.55255
21 O -1.87025 1.66870 -2.30981
22 O -1.85865 -0.06819 -1.05057
23 H -4.15874 0.89909 -0.33398
24 H -4.42450 0.31973 -1.95158
25 H -4.25428 2.08608 -1.68524

Energy relative to the best compared isomer or geometry (same formula, charge and spin) = 91.4 kJ/mol
Kohn-Sham gap (spin up / spin down) = 6.54 / 7.12 eV
E_tot = -2572.2789 Eh
Multiplicity = 3
<S²> = 2.09
Charge = 0

Density functional theory data (ωB97M-V/def2-TZVPD) for the ion C3H9INS with charge +1 at a distorted geometry.

Geometry (Å):
1 C -0.21437 -0.61258 -1.47708
2 C -0.65158 -0.65078 -0.01647
3 S -0.78133 -2.44489 0.52691
4 I -2.50030 0.42952 0.08617
5 C 0.33836 0.15974 0.93642
6 N 0.53035 1.58027 0.49258
7 H 0.51673 -1.42941 -1.61048
8 H 0.05276 0.43037 -1.69154
9 H -1.08663 -0.79917 -2.16827
10 H 0.54781 -2.56381 0.67629
11 H -0.06604 0.24770 2.01533
12 H 1.29078 -0.25268 0.94785
13 H 1.08550 1.70485 -0.36546
14 H 1.26637 1.97304 1.15953
15 H -0.32843 2.22784 0.48824

Energy relative to the best compared isomer or geometry (same formula, charge and spin) = 24.4 kJ/mol
Kohn-Sham gap = 9.38 eV
E_tot = -870.0559 Eh
SMILES string = C[C@](S)(I)C[NH3+]
Charge = +1

Density functional theory data (ωB97M-V/def2-TZVPD) for a structure of composition C3H9N at a distorted geometry.

Geometry (Å):
1 C 0.47675 -1.29975 0.17878
2 C -0.70742 -0.81156 -0.53559
3 C -0.62007 0.47598 -1.12266
4 N 0.62295 1.28383 1.02358
5 H 0.27684 -2.23005 0.70009
6 H 0.66694 -0.28807 0.75507
7 H 1.36018 -1.39279 -0.45317
8 H -1.49358 -1.54667 -0.63349
9 H -0.82712 0.32798 0.08279
10 H -1.47061 0.90644 -1.63201
11 H 0.30230 1.03401 -1.16925
12 H 1.04849 1.28912 1.95495
13 H 0.36437 2.25154 0.85091

Energy relative to the best compared isomer or geometry (same formula, charge and spin) = 535.0 kJ/mol
Kohn-Sham gap = 7.15 eV
E_tot = -174.2493 Eh
Charge = 0